(1)
The molecule C3H3NO2, computed with ωB97M-V/def2-TZVPD.

```
9
Properties=species:S:1:pos:R:3:mulliken_charge:R:1
O -1.1501 -1.4816 -0.7637 -0.507
C -0.5237 -0.3586 -0.3697 0.576
C 0.4510 -0.3592 0.6596 -0.323
C 0.8047 0.9420 0.7250 -0.350
O 0.1118 1.6641 -0.1666 -0.115
N -0.7431 0.8311 -0.8657 -0.396
H -1.2371 -1.4988 -1.7180 0.350
H 0.8053 -1.2218 1.1995 0.350
H 1.5272 1.4824 1.3192 0.416
```

Calculated values
LUMO energy = 0.81 eV
HOMO energy = -10.1 eV
max |F| = 0.010 Eh/bohr
energy relative to the best compared isomer or geometry (same formula, charge and spin) = 2.231 eV
structure (SMILES) = Oc1ccon1


(2)
The molecule C3H3NO2 in a non-equilibrium geometry, computed with ωB97M-V/def2-TZVPD.

```
9
Properties=species:S:1:pos:R:3:mulliken_charge:R:1
O 2.0133 -0.0709 0.1911 -0.562
C 0.8203 -0.0224 -0.1225 0.566
C 0.0171 1.1664 -0.2060 -0.354
C -1.2387 0.7696 0.1327 -0.274
N -1.3922 -0.5568 -0.0530 -0.060
O -0.0571 -1.1602 -0.0871 -0.271
H 0.5940 2.0819 -0.2142 0.354
H -2.0338 1.4172 0.5652 0.323
H -2.0575 -1.2348 0.3632 0.278
```

Calculated values
LUMO energy = 0.63 eV
HOMO energy = -9.1 eV
max |F| = 0.060 Eh/bohr
energy relative to the best compared isomer or geometry (same formula, charge and spin) = 2.906 eV
structure (SMILES) = O=c1cc[nH]o1


(3)
A cluster of 2 separate species, C3H3NO2 in total in a non-equilibrium geometry, computed with ωB97M-V/def2-TZVPD.

```
9
Properties=species:S:1:pos:R:3:mulliken_charge:R:1
O -0.3592 0.7835 1.4468 -0.255
C -1.4177 0.4103 0.8361 0.320
O -1.0126 0.0848 -0.3279 -0.179
C 0.3421 0.4105 0.1734 -0.072
C 1.5433 -1.3106 -2.1465 -0.212
N 1.6042 -1.5021 -0.9809 -0.660
H -2.4303 0.3595 1.2247 0.348
H 0.7240 1.3006 -0.3226 0.292
H 1.0063 -0.5364 0.0968 0.419
```

Calculated values
LUMO energy = -1.44 eV
HOMO energy = -8.6 eV
max |F| = 0.025 Eh/bohr
energy relative to the best compared isomer or geometry (same formula, charge and spin) = 5.885 eV


(4)
A cluster of 2 separate species, C3H3NO2 in total in a non-equilibrium geometry, computed with ωB97M-V/def2-TZVPD.

```
9
Properties=species:S:1:pos:R:3:mulliken_charge:R:1
C -2.9536 0.3776 -0.0284 0.013
C -1.7479 0.3447 -0.0184 -0.716
C 0.1707 -0.4997 -0.1169 0.632
N 2.2334 0.3133 0.3402 -0.450
O 0.3996 -1.6312 -0.2302 -0.373
O 0.8721 0.5375 0.2150 -0.097
H -3.9528 0.3288 0.1840 0.428
H 2.6092 0.8940 -0.4265 0.282
H 2.3693 -0.6651 0.0812 0.282
```

Calculated values
LUMO energy = 0.15 eV
HOMO energy = -10.2 eV
max |F| = 0.097 Eh/bohr
energy relative to the best compared isomer or geometry (same formula, charge and spin) = 6.726 eV


(5)
The molecule C3H3NO2, computed with ωB97M-V/def2-TZVPD.

```
9
Properties=species:S:1:pos:R:3:mulliken_charge:R:1
O 2.0811 -0.0770 -0.0275 -0.503
C 0.7648 -0.3072 0.1329 0.651
C -0.2468 0.6832 0.0007 -0.272
C -1.3760 -0.0528 0.0681 -0.442
O -1.0857 -1.3384 0.2912 -0.125
N 0.2888 -1.5062 0.3278 -0.384
H 2.1016 0.6569 -0.6551 0.326
H -0.1081 1.7515 -0.0775 0.330
H -2.4198 0.1901 -0.0605 0.420
```

Calculated values
LUMO energy = 0.64 eV
HOMO energy = -10.0 eV
max |F| = 0.011 Eh/bohr
energy relative to the best compared isomer or geometry (same formula, charge and spin) = 2.398 eV
structure (SMILES) = Oc1ccon1


(6)
A cluster of 2 separate species, C3H3NO2 in total in a non-equilibrium geometry, computed with ωB97M-V/def2-TZVPD.

```
9
Properties=species:S:1:pos:R:3:mulliken_charge:R:1
O -1.2922 0.4565 -0.7281 -0.288
C -0.4900 -0.5105 -1.0458 -0.237
C -0.5457 -1.6584 -0.1402 0.200
O 0.0163 -1.4579 0.9278 -0.461
C 1.3755 1.5090 0.8888 0.155
N 0.8277 2.0998 0.0641 -0.442
H -0.9426 1.2714 -1.1358 0.450
H -0.8346 -2.6713 -0.4866 0.334
H 1.8856 0.9615 1.6558 0.289
```

Calculated values
LUMO energy = 0.16 eV
HOMO energy = -8.9 eV
max |F| = 0.023 Eh/bohr
energy relative to the best compared isomer or geometry (same formula, charge and spin) = 4.596 eV


(7)
The molecule C3H3NO2 in a non-equilibrium geometry, computed with ωB97M-V/def2-TZVPD.

```
9
Properties=species:S:1:pos:R:3:mulliken_charge:R:1
O 2.4530 -0.3306 0.0398 -0.494
C 1.2871 -0.3066 -0.1280 0.582
C 0.4241 0.7801 -0.3160 -0.446
C -0.9710 0.5039 -0.0556 -0.116
N -1.0701 -0.9189 -0.1609 -0.170
O 0.2881 -1.3556 -0.2811 -0.254
H 0.9908 1.7842 -0.1785 0.272
H -2.0128 0.9454 0.1944 0.319
H -1.3893 -1.1019 0.8861 0.307
```

Calculated values
LUMO energy = 0.13 eV
HOMO energy = -9.8 eV
max |F| = 0.132 Eh/bohr
energy relative to the best compared isomer or geometry (same formula, charge and spin) = 4.040 eV
structure (SMILES) = O=c1cc[nH]o1


(8)
A cluster of 2 separate species, C3H3NO2 in total in a non-equilibrium geometry, computed with ωB97M-V/def2-TZVPD.

```
9
Properties=species:S:1:pos:R:3:mulliken_charge:R:1
C 1.1021 -0.9016 0.3230 -0.079
C 0.0648 -0.1381 0.2224 -0.112
C 1.3176 0.5287 -0.2020 -0.527
N -2.1575 0.0671 0.0120 0.659
O -2.5215 -0.7437 -0.7416 -0.376
O -2.6620 0.9823 0.5797 -0.397
H 1.5996 -1.7673 0.6391 0.378
H 1.6635 1.3307 0.3555 0.230
H 1.5933 0.6419 -1.1880 0.222
```

Calculated values
LUMO energy (spin up / spin down) = -1.18 / -1.08 eV
HOMO energy (spin up / spin down) = -9.6 / -9.4 eV
max |F| = 0.061 Eh/bohr
energy relative to the best compared isomer or geometry (same formula, charge and spin) = 8.925 eV


(9)
The molecule C3H3NO2S in a non-equilibrium geometry, computed with ωB97M-V/def2-TZVPD.

```
10
Properties=species:S:1:pos:R:3:mulliken_charge:R:1
C 0.7488 -0.1471 0.3008 -0.086
C 0.0807 -1.1869 -0.2810 -0.391
C 0.4169 1.2057 0.5581 -0.051
N -0.6129 1.8456 0.1199 0.038
O -1.0334 2.9758 0.3261 -0.421
O -1.6048 -2.6382 -1.5149 -0.469
S -1.5216 -1.3064 -0.9116 0.444
H 1.7488 -0.3852 0.6500 0.263
H 0.6136 -2.1227 -0.3820 0.315
H 1.1639 1.7595 1.1347 0.358
```

Calculated values
LUMO energy (spin up / spin down) = -2.50 / -2.70 eV
HOMO energy (spin up / spin down) = -8.3 / -8.5 eV
max |F| = 0.105 Eh/bohr
energy relative to the best compared isomer or geometry (same formula, charge and spin) = 6.283 eV


(10)
The molecule C3H3NO2S in a non-equilibrium geometry, computed with ωB97M-V/def2-TZVPD.

```
10
Properties=species:S:1:pos:R:3:mulliken_charge:R:1
O -1.0758 2.5635 0.6387 -0.469
C -0.5799 1.4718 0.5855 0.601
O -1.1341 0.4989 -0.1545 -0.335
C -0.5557 -0.8352 -0.2957 -0.320
C 0.9373 -0.7596 -0.4191 0.092
N 1.7730 0.0510 0.1148 -0.453
S 1.0424 1.1881 1.2688 -0.038
H -0.7888 -1.4997 0.5428 0.279
H -0.9600 -1.1268 -1.2605 0.266
H 1.3415 -1.5520 -1.0207 0.378
```

Calculated values
LUMO energy = 0.44 eV
HOMO energy = -9.7 eV
max |F| = 0.039 Eh/bohr
energy relative to the best compared isomer or geometry (same formula, charge and spin) = 2.082 eV
structure (SMILES) = O=C1OCC=NS1


(11)
The molecule C3H3NO2S in a non-equilibrium geometry, computed with ωB97M-V/def2-TZVPD.

```
10
Properties=species:S:1:pos:R:3:mulliken_charge:R:1
C 0.0731 0.9301 0.2657 -0.455
C -0.7851 -0.2298 0.3324 0.079
C 1.7995 0.9008 -1.4403 -0.271
N 0.9380 0.9816 -0.6414 0.064
O -0.3252 -1.3412 -0.3176 -0.309
O -1.4491 -2.6052 1.5796 -0.485
S -0.3447 -1.7698 1.2642 0.457
H 0.2867 1.6738 1.0214 0.363
H -1.9002 0.0387 0.3487 0.332
H 1.7071 1.4210 -2.4128 0.225
```

Calculated values
LUMO energy = 0.35 eV
HOMO energy = -8.2 eV
max |F| = 0.063 Eh/bohr
energy relative to the best compared isomer or geometry (same formula, charge and spin) = 5.653 eV


(12)
The molecule C3H3NO2S2 in a non-equilibrium geometry, computed with ωB97M-V/def2-TZVPD.

```
11
Properties=species:S:1:pos:R:3:mulliken_charge:R:1
C -0.4893 0.2410 0.1204 0.658
C 1.4497 0.0088 1.3081 0.042
C -1.9588 0.3089 0.0054 -1.127
N 0.1805 -0.0251 1.2175 -0.222
O 1.7397 -1.9163 -0.6459 -0.492
O 3.3415 -0.1100 -0.6186 -0.521
S 0.5912 0.9470 -0.9876 -0.230
S 2.0397 -0.5931 -0.2640 0.892
H -2.3995 -0.0571 0.9207 0.329
H -2.1930 -0.1240 -0.9225 0.346
H -2.3018 1.3198 -0.1335 0.326
```

Calculated values
LUMO energy (spin up / spin down) = -1.92 / -1.92 eV
HOMO energy (spin up / spin down) = -9.6 / -9.6 eV
max |F| = 0.060 Eh/bohr
energy relative to the best compared isomer or geometry (same formula, charge and spin) = 4.210 eV